# 1
{"formula": "C28H18Cl2N9O7SeTi", "method": "ωB97M-V with the def2-TZVPD basis set", "symbols": ["Ti", "Cl", "C", "C", "C", "Cl", "C", "C", "C", "C", "N", "C", "C", "O", "H", "H", "H", "H", "Se", "N", "C", "C", "C", "C", "C", "N", "C", "C", "N", "C", "C", "C", "C", "C", "N", "H", "H", "H", "H", "H", "H", "N", "N", "C", "O", "O", "H", "H", "H", "C", "C", "N", "C", "C", "N", "C", "O", "O", "C", "O", "O", "H", "H", "H", "H", "H"], "coordinates": [[-0.350, -0.631, -0.507], [-2.712, 2.568, 2.850], [-1.059, 2.042, 2.962], [-0.332, 2.485, 4.031], [0.981, 2.183, 4.054], [2.007, 2.787, 5.419], [1.675, 1.349, 3.142], [2.996, 0.884, 3.232], [3.428, -0.038, 2.290], [2.531, -0.426, 1.305], [1.303, -0.027, 1.165], [0.873, 0.923, 2.069], [-0.568, 1.252, 1.904], [-1.189, 0.757, 0.913], [-0.730, 3.164, 4.790], [3.599, 1.192, 4.086], [4.370, -0.535, 2.320], [2.844, -1.242, 0.628], [1.594, 4.317, -6.602], [2.608, 3.238, -5.487], [1.903, 2.775, -4.573], [2.262, 1.733, -3.619], [3.498, 1.163, -3.570], [3.821, 0.041, -2.819], [2.865, -0.422, -1.923], [1.630, 0.112, -1.871], [1.270, 1.144, -2.794], [-0.079, 1.597, -2.791], [-0.860, 1.082, -1.895], [-2.081, 1.661, -1.628], [-2.565, 2.680, -2.451], [-1.825, 3.041, -3.550], [-0.513, 2.557, -3.688], [0.463, 3.057, -4.755], [0.128, 3.886, -5.669], [4.261, 1.631, -4.119], [4.786, -0.329, -2.728], [3.033, -1.210, -1.178], [-2.645, 1.343, -0.795], [-3.522, 3.033, -2.342], [-2.303, 3.486, -4.380], [-0.762, -1.856, -2.363], [-0.124, -3.128, -2.276], [0.599, -3.358, -1.062], [1.029, -4.465, -0.737], [0.706, -2.272, -0.431], [-1.730, -1.923, -2.166], [-0.608, -1.402, -3.241], [-0.442, -3.931, -2.782], [0.651, -2.537, 3.222], [-0.737, -2.294, 2.825], [-1.108, -1.742, 1.681], [-2.494, -1.823, 1.744], [-2.958, -2.390, 2.872], [-1.825, -2.725, 3.550], [-4.281, -2.581, 3.447], [-5.321, -2.190, 2.750], [-4.379, -3.034, 4.549], [-3.181, -1.416, 0.500], [-4.409, -1.341, 0.418], [-2.305, -1.219, -0.416], [1.146, -3.245, 2.613], [0.669, -2.891, 4.227], [1.225, -1.633, 3.292], [-1.746, -3.110, 4.502], [-5.012, -1.797, 1.856]], "atomic_forces_ev_per_a": [[0.8, 0.7, 1.1], [-0.3, -0.1, 0.0], [-1.7, -0.6, -2.0], [1.0, 0.8, 0.6], [2.4, 0.1, 1.8], [-0.7, -0.1, -0.5], [-1.3, 0.5, -0.3], [0.6, -0.7, -0.1], [-0.8, 1.2, 1.1], [0.4, -1.9, -1.3], [-0.5, 1.5, 0.4], [-1.2, -1.3, -1.0], [1.9, 0.0, 1.1], [-0.1, 0.6, -0.2], [-0.1, -0.4, -0.4], [0.0, -0.1, -0.3], [0.6, 0.0, 0.1], [-0.3, 0.6, 0.5], [0.7, -0.7, 0.7], [2.9, 2.1, -2.7], [-3.0, -2.0, 0.9], [-0.2, -0.3, 0.2], [0.6, -0.2, 0.0], [-1.4, 0.5, 0.8], [-2.1, 0.7, 0.1], [-0.3, 0.2, -0.7], [0.0, -1.1, 1.0], [3.5, -0.2, -0.9], [-4.5, -0.9, 3.9], [2.0, 0.5, -1.9], [1.5, -1.6, 0.4], [1.8, -1.3, -0.6], [-0.5, 2.1, -2.3], [-1.4, -0.2, 2.9], [-0.8, 0.1, -0.6], [1.0, 0.5, -0.9], [1.7, -0.6, -0.2], [0.1, 0.2, -0.7], [-0.3, -0.7, 0.7], [-2.1, 0.8, 0.5], [-0.2, 1.2, -0.6], [1.0, -1.0, 0.0], [0.8, 0.3, 0.7], [-0.6, -1.0, -1.1], [-0.4, 0.8, -0.7], [1.3, 0.7, 1.6], [-1.3, -0.2, 0.0], [0.3, 0.1, -0.6], [-0.5, 0.0, -0.2], [-0.1, 0.5, 1.1], [-0.8, -0.1, -0.8], [-1.1, -1.2, 1.7], [0.6, 0.8, -1.7], [0.6, 0.0, 0.0], [1.7, 0.0, 1.2], [-0.3, 0.4, -0.3], [0.2, 0.4, -1.0], [-0.1, -0.8, 1.4], [0.9, 0.2, 0.1], [0.0, 0.0, -0.1], [-1.5, 0.4, -1.0], [0.5, -0.7, -0.9], [0.0, -0.6, 0.9], [0.2, 0.6, -0.4], [-0.5, 0.3, -0.9], [-0.4, -0.3, 0.3]], "lumo_ev": [1.92, 1.88], "charge": -1, "gap_ha": [0.167, 0.266], "fmax_ha_per_bohr": 0.1179, "homo_energy_ev": [-2.64, -5.36], "relative_energy_kcal_mol": 0.0, "spin_multiplicity": 3}

=====

# 2
{"formula": "C28H18Cl5CoN3O5", "method": "ωB97M-V with the def2-TZVPD basis set", "symbols": ["Co", "Cl", "C", "C", "Cl", "C", "Cl", "C", "O", "C", "Cl", "C", "Cl", "O", "C", "C", "C", "C", "N", "C", "C", "C", "C", "C", "C", "O", "C", "C", "N", "H", "H", "H", "H", "H", "H", "H", "H", "H", "H", "H", "H", "O", "C", "O", "C", "C", "C", "C", "C", "C", "C", "C", "C", "N", "H", "H", "H", "H", "H", "H"], "coordinates": [[0.751, -0.466, 0.718], [3.812, 5.920, 1.600], [2.839, 4.557, 1.234], [3.107, 3.326, 1.832], [4.392, 3.177, 2.955], [2.328, 2.225, 1.516], [2.692, 0.661, 2.147], [1.209, 2.307, 0.654], [0.449, 1.308, 0.369], [0.956, 3.580, 0.083], [-0.391, 3.731, -0.967], [1.768, 4.670, 0.345], [1.459, 6.166, -0.423], [-5.500, -2.771, -1.502], [-4.350, -2.885, -2.301], [-3.139, -2.345, -1.595], [-1.902, -2.397, -2.260], [-0.801, -1.855, -1.639], [-0.851, -1.301, -0.440], [-2.015, -1.278, 0.258], [-3.188, -1.789, -0.339], [-1.939, -0.709, 1.577], [-3.060, -0.500, 2.401], [-2.936, 0.120, 3.624], [-4.141, 0.436, 4.471], [-5.020, 1.347, 3.847], [-1.648, 0.504, 4.040], [-0.580, 0.230, 3.219], [-0.693, -0.347, 2.026], [-6.246, -3.147, -1.979], [-4.467, -2.321, -3.241], [-4.158, -3.936, -2.570], [-1.822, -2.839, -3.239], [0.163, -1.868, -2.130], [-4.136, -1.758, 0.170], [-4.033, -0.817, 2.063], [-3.813, 0.823, 5.447], [-4.738, -0.466, 4.636], [-4.540, 2.159, 3.647], [-1.498, 0.990, 4.992], [0.418, 0.493, 3.543], [2.473, -3.923, 0.954], [2.073, -2.821, 0.638], [1.161, -2.141, 1.247], [2.618, -2.089, -0.557], [3.594, -2.643, -1.382], [4.057, -1.913, -2.448], [3.502, -0.638, -2.703], [3.946, 0.176, -3.758], [3.350, 1.384, -4.023], [2.245, 1.783, -3.274], [1.794, 1.017, -2.225], [2.447, -0.170, -1.864], [2.071, -0.877, -0.757], [3.964, -3.632, -1.153], [4.817, -2.295, -3.112], [4.772, -0.175, -4.360], [3.719, 2.010, -4.821], [1.739, 2.703, -3.521], [0.921, 1.314, -1.670]], "atomic_forces_ev_per_a": [[0.3, -0.2, -0.7], [0.2, 0.2, 0.0], [0.0, -0.2, 0.1], [-0.2, 0.2, -0.3], [0.2, -0.1, 0.1], [-0.2, 0.1, -0.3], [0.2, -0.1, 0.3], [0.1, 0.1, 0.0], [-0.4, 1.5, -0.4], [0.2, -0.1, 0.2], [-0.2, -0.1, -0.2], [0.1, -0.3, 0.2], [-0.1, 0.3, -0.1], [-0.2, 0.0, 0.2], [0.1, -0.1, -0.4], [0.6, -0.1, -0.6], [-0.7, 0.1, 0.5], [-0.1, -0.1, -0.2], [-0.9, 0.4, 0.9], [0.3, -1.0, -2.7], [0.4, 0.4, 0.8], [0.5, 1.1, 2.4], [0.5, -0.3, -0.9], [0.9, 0.4, 0.6], [0.0, -0.1, 0.3], [-0.1, 0.2, -0.2], [-1.1, -0.4, -0.2], [0.3, -0.1, 0.0], [-1.4, -0.1, -0.1], [0.1, 0.0, 0.1], [0.0, -0.1, 0.1], [0.0, 0.2, 0.0], [0.0, -0.1, -0.2], [0.1, 0.1, 0.0], [-0.1, 0.0, 0.1], [-0.1, 0.0, -0.1], [0.0, -0.2, -0.1], [0.1, 0.0, 0.1], [0.0, -0.1, 0.0], [0.0, 0.0, 0.1], [0.1, 0.0, -0.2], [0.2, -0.1, -0.3], [-0.5, 0.1, 0.6], [0.4, -1.8, 0.7], [-0.5, 1.3, -0.2], [0.4, 0.0, -0.6], [-0.4, 0.0, 0.4], [-0.2, -0.1, 0.4], [0.0, 0.4, -0.3], [0.5, -0.5, -0.2], [-0.4, -0.2, 0.5], [-0.2, 0.6, -0.3], [0.6, -0.3, -0.2], [0.6, -1.1, 0.0], [0.0, 0.0, 0.1], [0.2, -0.1, 0.0], [0.1, 0.0, -0.1], [0.0, 0.0, -0.1], [-0.1, 0.1, 0.0], [-0.1, 0.1, 0.1]], "lumo_ev": [-0.77, -0.75], "charge": 0, "gap_ha": [0.256, 0.254], "fmax_ha_per_bohr": 0.0564, "homo_energy_ev": [-7.74, -7.67], "relative_energy_kcal_mol": 0.0, "spin_multiplicity": 2}

=====

# 3
{"formula": "C28H18F5OPtS2Si", "method": "ωB97M-V with the def2-TZVPD basis set", "symbols": ["Pt", "F", "C", "C", "F", "C", "F", "C", "S", "C", "F", "C", "F", "C", "C", "O", "S", "C", "C", "C", "C", "C", "C", "C", "C", "H", "H", "H", "H", "H", "H", "H", "C", "C", "C", "C", "C", "C", "Si", "C", "C", "C", "C", "C", "C", "H", "H", "H", "H", "H", "H", "H", "H", "H", "H", "H"], "coordinates": [[0.077, 0.391, 0.106], [0.648, -5.508, -3.709], [0.974, -4.394, -3.023], [0.040, -3.768, -2.203], [-1.196, -4.283, -2.089], [0.376, -2.620, -1.510], [-0.560, -2.059, -0.713], [1.649, -2.024, -1.611], [2.118, -0.582, -0.818], [2.575, -2.701, -2.434], [3.819, -2.207, -2.560], [2.254, -3.852, -3.123], [3.166, -4.458, -3.905], [-7.286, 4.621, -3.206], [-7.389, 6.040, -2.728], [-8.377, 6.716, -2.844], [-5.947, 6.784, -1.998], [-4.766, 5.449, -1.810], [-3.724, 5.313, -2.717], [-2.797, 4.305, -2.554], [-2.898, 3.417, -1.476], [-3.949, 3.579, -0.560], [-4.869, 4.590, -0.720], [-1.956, 2.398, -1.246], [-1.152, 1.516, -0.985], [-8.226, 4.118, -2.987], [-6.457, 4.080, -2.760], [-7.159, 4.644, -4.289], [-3.644, 6.009, -3.540], [-1.986, 4.196, -3.258], [-4.011, 2.910, 0.286], [-5.673, 4.719, -0.009], [-2.290, 3.799, 4.629], [-2.099, 3.861, 3.259], [-1.410, 2.855, 2.604], [-0.906, 1.763, 3.298], [-1.104, 1.718, 4.672], [-1.782, 2.723, 5.337], [0.040, 0.315, 2.447], [-0.901, -1.234, 3.071], [-0.275, -2.237, 3.803], [-0.979, -3.333, 4.268], [-2.331, -3.454, 3.997], [-2.969, -2.472, 3.257], [-2.258, -1.380, 2.798], [-2.830, 4.584, 5.142], [-2.486, 4.701, 2.699], [-1.262, 2.914, 1.532], [-0.720, 0.876, 5.229], [-1.915, 2.672, 6.410], [1.314, 0.274, 3.254], [0.782, -2.151, 4.015], [-0.474, -4.097, 4.845], [-2.883, -4.314, 4.353], [-4.026, -2.564, 3.041], [-2.759, -0.618, 2.213]], "atomic_forces_ev_per_a": [[1.9, -0.6, -0.5], [0.1, 0.3, 0.2], [0.0, 0.2, 0.1], [0.0, -0.2, -0.2], [0.2, 0.0, 0.0], [0.3, 0.4, 0.2], [0.2, -0.8, -0.6], [-0.4, -1.2, -0.4], [-0.1, 0.9, 1.5], [-0.3, 0.3, 0.3], [-0.2, -0.2, 0.0], [-0.3, -0.2, -0.1], [-0.1, 0.1, 0.1], [-0.2, -0.2, 0.0], [0.2, -0.2, 0.0], [-0.1, 0.1, 0.0], [0.3, 0.0, 0.2], [-0.4, 0.5, 0.0], [-0.2, 0.1, 0.1], [0.0, -0.1, 0.1], [-0.3, 0.4, -0.1], [0.1, -0.1, 0.0], [0.0, 0.2, -0.1], [0.4, -0.5, -0.2], [-1.1, 0.8, 1.6], [0.0, 0.0, 0.0], [-0.1, 0.0, -0.1], [0.0, 0.0, 0.0], [0.0, 0.0, -0.1], [0.1, 0.0, 0.0], [0.0, -0.1, 0.0], [0.0, 0.0, 0.0], [-0.1, 0.1, 0.0], [-0.1, 0.2, 0.0], [0.0, 0.0, -0.3], [0.3, -0.4, -0.6], [0.1, -0.1, 0.1], [0.0, 0.0, 0.2], [-0.7, 0.3, -0.4], [0.4, 0.4, -0.5], [0.2, 0.2, 0.0], [0.0, -0.2, 0.1], [0.0, -0.1, 0.0], [-0.2, -0.1, 0.0], [-0.1, 0.2, -0.1], [0.0, 0.0, 0.0], [0.0, 0.1, -0.1], [0.0, 0.0, -0.1], [0.0, -0.1, 0.2], [0.0, 0.0, 0.1], [0.0, -0.1, -0.5], [0.1, 0.0, 0.0], [0.0, 0.0, 0.0], [0.0, 0.0, 0.0], [0.0, 0.0, 0.0], [-0.1, 0.1, 0.0]], "lumo_ev": [1.47, 1.47], "charge": -1, "gap_ha": [0.226, 0.226], "fmax_ha_per_bohr": 0.0406, "homo_energy_ev": [-4.69, -4.69], "relative_energy_kcal_mol": 46.2, "spin_multiplicity": 1}

=====

# 4
{"formula": "C28H18N2O9PdS3", "method": "ωB97M-V with the def2-TZVPD basis set", "symbols": ["Pd", "C", "C", "C", "C", "C", "C", "C", "C", "C", "C", "C", "C", "C", "C", "C", "N", "H", "H", "H", "H", "H", "H", "H", "H", "H", "H", "O", "S", "O", "O", "C", "C", "C", "C", "C", "C", "S", "O", "O", "O", "H", "H", "H", "H", "O", "C", "N", "S", "O", "O", "C", "C", "C", "C", "C", "C", "H", "H", "H", "H"], "coordinates": [[1.529, 0.691, 0.230], [3.228, -3.100, 0.808], [2.462, -4.001, -0.037], [1.351, -3.588, -0.653], [0.793, -2.241, -0.398], [1.597, -1.279, 0.441], [2.859, -1.828, 0.997], [-0.376, -0.388, -1.862], [-1.458, -0.098, -2.751], [-1.506, 1.073, -3.409], [-0.398, 1.967, -3.318], [-0.288, 3.127, -4.105], [0.834, 3.910, -4.040], [1.887, 3.544, -3.185], [1.789, 2.431, -2.392], [0.633, 1.629, -2.425], [0.552, 0.506, -1.613], [4.157, -3.453, 1.242], [2.848, -4.997, -0.224], [0.844, -4.188, -1.396], [3.487, -1.138, 1.548], [-2.231, -0.844, -2.863], [-2.343, 1.325, -4.051], [-1.107, 3.378, -4.771], [0.914, 4.805, -4.647], [2.780, 4.154, -3.133], [2.595, 2.161, -1.726], [3.278, 2.992, 3.057], [2.713, 1.670, 3.037], [3.133, 0.797, 4.117], [2.930, 0.981, 1.713], [0.924, 1.832, 3.210], [0.378, 1.064, 4.233], [-0.974, 1.110, 4.531], [-1.805, 1.942, 3.804], [-1.279, 2.693, 2.769], [0.073, 2.655, 2.448], [0.513, 3.671, 1.019], [-0.722, 3.810, 0.279], [1.068, 4.902, 1.527], [1.530, 2.871, 0.291], [1.044, 0.422, 4.791], [-1.371, 0.472, 5.311], [-2.869, 1.975, 4.008], [-1.924, 3.300, 2.148], [0.134, -2.337, -2.703], [-0.236, -1.871, -1.500], [0.426, -2.025, 1.039], [-1.028, -1.363, 1.377], [-1.152, 0.018, 0.982], [-1.367, -1.701, 2.734], [-2.025, -2.333, 0.290], [-3.189, -2.932, 0.744], [-3.939, -3.693, -0.141], [-3.495, -3.865, -1.449], [-2.315, -3.274, -1.877], [-1.573, -2.480, -1.015], [-3.478, -2.808, 1.779], [-4.855, -4.165, 0.192], [-4.072, -4.477, -2.134], [-1.910, -3.410, -2.874]], "atomic_forces_ev_per_a": [[0.1, -0.1, -0.5], [0.0, 0.0, 0.0], [0.0, 0.0, 0.0], [0.0, 0.0, 0.0], [-0.1, 0.1, 0.1], [-0.1, -0.1, -0.1], [0.1, 0.2, 0.0], [0.1, 0.1, 0.1], [-0.1, -0.1, 0.0], [0.1, 0.2, -0.1], [0.0, -0.1, 0.1], [0.0, 0.1, 0.0], [0.0, 0.0, 0.0], [-0.1, 0.0, 0.0], [0.0, 0.0, 0.0], [0.0, 0.1, 0.0], [-0.1, 0.0, 0.2], [0.0, 0.0, 0.0], [0.0, 0.0, 0.0], [0.0, 0.0, 0.0], [-0.1, -0.1, 0.0], [0.0, 0.0, 0.0], [0.0, 0.0, 0.0], [0.0, 0.0, 0.0], [0.0, 0.0, 0.0], [0.0, 0.0, 0.0], [0.0, 0.0, 0.0], [0.0, 0.1, 0.0], [0.1, -0.2, -0.5], [0.0, 0.0, 0.0], [-0.2, 0.0, 0.7], [-0.2, 0.1, 0.0], [0.1, 0.0, 0.0], [-0.1, 0.0, 0.0], [0.1, -0.1, 0.1], [0.0, 0.0, -0.1], [0.0, -0.1, 0.1], [0.4, -0.1, 0.2], [-0.1, 0.0, -0.2], [-0.1, 0.1, 0.0], [-0.1, -0.1, 0.0], [0.0, 0.0, 0.0], [0.0, 0.0, 0.0], [0.0, 0.0, 0.0], [0.0, 0.0, 0.0], [0.0, 0.0, 0.0], [0.0, 0.0, 0.0], [0.2, 0.0, -0.1], [-0.1, 0.1, 0.1], [0.0, 0.0, 0.0], [0.0, 0.0, 0.0], [0.0, 0.0, 0.0], [0.0, 0.0, 0.0], [0.0, 0.0, 0.0], [0.0, 0.0, 0.0], [0.0, 0.0, 0.0], [-0.1, 0.0, 0.0], [0.0, 0.0, 0.0], [0.0, 0.0, 0.0], [0.0, 0.0, 0.0], [0.0, 0.0, 0.0]], "lumo_ev": 4.43, "charge": -2, "gap_ha": 0.268, "fmax_ha_per_bohr": 0.0144, "homo_energy_ev": -2.87, "relative_energy_kcal_mol": 65.0, "spin_multiplicity": 1}

=====

- Number 3 is which compound?
  C28H18F5OPtS2Si